[1]
Entry from OMol25: C38H43N15OS2Se2Sr as an isolated structure (ωB97M-V/def2-TZVPD).

CARTESIAN COORDINATES (ANGSTROEM)
Sr: -0.02 0.46 0.18
N: -3.79 0.38 1.89
C: -3.57 1.38 0.96
N: -4.54 2.24 0.65
N: -3.96 3.09 -0.23
N: -2.73 2.74 -0.43
N: -2.44 1.65 0.31
C: -3.06 -0.79 1.97
N: -3.58 -1.91 2.45
N: -2.57 -2.79 2.39
N: -1.52 -2.22 1.90
N: -1.78 -0.93 1.62
H: -4.77 0.24 2.08
C: -2.10 -1.83 -3.38
Se: -2.57 -0.97 -1.70
C: -4.02 0.17 -2.35
C: -3.79 0.88 -3.67
Se: -2.34 2.19 -3.63
C: -1.65 1.81 -5.41
H: -2.97 -2.32 -3.83
H: -1.34 -2.58 -3.13
H: -1.66 -1.11 -4.06
H: -4.20 0.88 -1.55
H: -4.91 -0.46 -2.43
H: -4.71 1.39 -3.96
H: -3.55 0.17 -4.47
H: -1.32 0.78 -5.47
H: -0.77 2.45 -5.53
H: -2.39 2.03 -6.17
N: 0.01 3.82 -1.56
C: 1.36 4.07 -1.49
C: 1.84 5.17 -0.78
C: 3.18 5.49 -0.76
C: 4.09 4.72 -1.47
C: 3.63 3.62 -2.18
C: 2.28 3.26 -2.20
C: 1.85 2.04 -2.94
C: 2.21 1.95 -4.29
C: 1.93 0.80 -5.02
C: 1.28 -0.25 -4.40
C: 0.91 -0.12 -3.06
C: 1.15 1.02 -2.27
H: -0.55 4.11 -0.77
H: -0.25 2.90 -1.90
H: 1.13 5.77 -0.22
H: 3.52 6.34 -0.18
H: 5.15 4.96 -1.46
H: 4.33 2.99 -2.72
H: 2.73 2.78 -4.76
H: 2.22 0.73 -6.07
H: 1.07 -1.16 -4.94
H: 0.42 -0.98 -2.61
S: 0.06 4.01 2.01
C: -1.25 3.83 3.06
N: -1.06 3.55 4.36
C: -2.11 3.17 5.29
C: -3.33 2.68 4.52
C: -3.68 3.72 3.47
N: -2.52 3.98 2.64
H: -0.11 3.34 4.64
H: -2.39 4.02 5.92
H: -1.70 2.40 5.94
H: -4.17 2.52 5.20
H: -3.11 1.73 4.02
H: -4.01 4.65 3.97
H: -4.48 3.38 2.82
H: -2.64 4.08 1.64
O: 0.58 -1.94 -0.19
S: 1.20 -2.48 1.07
C: 0.70 -4.24 1.22
C: 0.43 -4.87 -0.11
C: 1.35 -5.74 -0.70
C: 1.08 -6.31 -1.93
C: -0.11 -6.02 -2.59
C: -1.02 -5.16 -2.00
C: -0.76 -4.58 -0.77
C: 2.94 -2.74 0.59
C: 3.75 -3.24 1.75
C: 3.84 -2.47 2.91
C: 4.55 -2.94 4.01
C: 5.18 -4.17 3.96
C: 5.10 -4.94 2.80
C: 4.38 -4.47 1.71
H: -0.20 -4.18 1.82
H: 1.50 -4.73 1.78
H: 2.27 -5.98 -0.17
H: 1.80 -6.99 -2.38
H: -0.32 -6.47 -3.55
H: -1.95 -4.93 -2.51
H: -1.46 -3.90 -0.31
H: 3.25 -1.74 0.28
H: 2.97 -3.40 -0.28
H: 3.35 -1.51 2.95
H: 4.60 -2.33 4.90
H: 5.73 -4.54 4.81
H: 5.59 -5.90 2.76
H: 4.32 -5.07 0.81
N: 1.22 2.28 6.03
C: 1.69 1.58 5.24
N: 2.29 0.73 4.44
C: 1.99 0.71 3.18
N: 1.80 0.56 2.04

Values from the calculation:
- Max |F|: 0.88 eV Å⁻¹
- E_LUMO: 3.8 eV
- DFT total energy: -217706.068 eV
- Frontier orbital gap: 6.34 eV
- Charge: -2

---

[2]
Entry from OMol25: C38H44NO7W as an isolated structure at a distorted geometry (ωB97M-V/def2-TZVPD).

CARTESIAN COORDINATES (ANGSTROEM)
C: -0.02 -0.81 -6.12
C: -0.19 -1.49 -4.75
C: -0.45 0.65 -6.00
C: -1.23 0.81 -4.64
H: -1.07 0.93 -6.86
H: 0.44 1.29 -6.01
C: -1.28 -0.74 -4.02
H: 0.76 -1.46 -4.20
H: -0.48 -2.54 -4.89
C: -1.65 -1.31 -2.64
H: -2.22 -1.02 -4.54
H: -2.29 1.03 -4.92
C: -0.70 1.94 -3.88
C: 1.43 -0.96 -6.59
C: -0.75 -1.46 -7.30
O: -1.25 -0.84 -8.24
O: 2.38 -0.96 -5.84
O: 1.55 -1.13 -7.92
O: -0.78 -2.80 -7.26
C: -1.38 -3.39 -8.42
H: -1.26 -4.46 -8.29
H: -0.87 -3.04 -9.33
H: -2.44 -3.11 -8.48
C: 2.90 -1.33 -8.36
H: 3.55 -0.53 -7.99
H: 2.84 -1.32 -9.45
H: 3.27 -2.30 -8.00
O: -0.84 -1.13 -1.46
H: -1.71 -2.42 -2.71
H: -2.70 -1.03 -2.42
C: -1.63 2.56 -2.90
C: 0.76 1.90 -3.59
H: 1.38 2.68 -4.11
H: 1.18 0.93 -3.86
H: 0.89 2.04 -2.51
H: -1.12 2.63 -1.93
H: -2.50 1.90 -2.75
H: -2.01 3.56 -3.17
W: -0.65 -0.59 0.23
C: -2.39 -0.43 1.82
C: -3.00 -0.61 0.54
C: -2.65 -1.92 0.07
H: -3.65 0.09 0.02
C: -1.74 -2.51 1.00
C: -1.60 -1.60 2.12
H: -1.10 -1.84 3.05
H: -2.55 0.42 2.47
H: -2.99 -2.40 -0.82
H: -1.30 -3.50 0.90
C: 1.40 0.57 0.84
C: 1.16 -0.51 1.75
C: 1.21 -1.75 1.01
H: 1.04 -0.41 2.83
C: 1.51 -1.42 -0.36
C: 1.62 0.01 -0.46
H: 1.93 0.54 -1.35
H: 1.44 1.62 1.10
H: 1.12 -2.76 1.40
H: 1.67 -2.13 -1.16
C: 4.05 0.23 7.24
C: 2.77 -0.35 6.70
C: 2.59 -1.73 6.71
C: 1.44 -2.33 6.19
C: 0.44 -1.53 5.66
C: 0.59 -0.13 5.65
N: -0.41 0.63 5.05
C: -0.98 1.82 5.53
C: -1.31 2.03 6.88
C: -1.93 3.22 7.24
C: -2.20 4.19 6.27
C: -1.82 3.99 4.93
C: -1.19 2.81 4.57
C: -0.57 2.54 3.21
O: -1.37 2.22 2.29
O: 0.68 2.63 3.17
C: 1.77 0.48 6.17
C: 1.95 1.96 6.09
H: 4.62 0.77 6.47
H: 3.86 0.93 8.07
H: 4.69 -0.57 7.62
H: 3.39 -2.35 7.13
H: 1.33 -3.40 6.19
H: -0.48 -1.95 5.27
H: -0.90 0.20 4.27
H: -1.09 1.24 7.60
H: -2.20 3.39 8.28
H: -2.70 5.13 6.55
H: -2.02 4.73 4.15
H: 1.71 2.34 5.08
H: 1.29 2.48 6.80
H: 2.97 2.24 6.33

Values from the calculation:
- Max |F|: 7.83 eV Å⁻¹
- E_LUMO (alpha / beta): 2.0 / 2.0 eV
- DFT total energy: -57765.456 eV
- Frontier orbital gap (alpha / beta): 4.78 / 4.82 eV
- Multiplicity: 3
- Charge: -1

---

[3]
Entry from OMol25: C38H45BN9NbO2S2Si as an isolated structure at a distorted geometry (ωB97M-V/def2-TZVPD).

CARTESIAN COORDINATES (ANGSTROEM)
Nb: 0.04 -0.58 -0.05
C: 2.53 1.71 -1.67
C: 3.04 0.38 -1.21
C: 4.33 -0.09 -0.98
C: 4.17 -1.23 -0.17
C: 5.22 -2.06 0.39
N: 2.89 -1.51 0.03
N: 2.14 -0.45 -0.59
B: 2.25 -2.48 1.12
N: 1.21 -3.32 0.29
N: 0.05 -2.76 -0.33
C: -0.70 -3.78 -0.80
C: -1.86 -3.58 -1.74
C: -0.06 -4.99 -0.50
C: 1.11 -4.65 0.19
C: 2.15 -5.56 0.73
N: 1.54 -1.61 2.20
N: 0.62 -0.55 1.95
C: 0.30 0.00 3.15
C: -0.68 1.15 3.16
C: 0.97 -0.70 4.16
C: 1.74 -1.67 3.50
C: 2.64 -2.64 4.15
H: 3.29 2.27 -2.23
H: 2.27 2.27 -0.78
H: 1.59 1.57 -2.15
H: 5.26 0.41 -1.28
H: 6.10 -1.43 0.38
H: 5.49 -2.85 -0.29
H: 4.98 -2.49 1.36
H: 3.06 -3.19 1.63
H: -2.27 -2.56 -1.68
H: -2.69 -4.26 -1.47
H: -1.63 -3.91 -2.77
H: -0.38 -5.93 -0.90
H: 1.85 -6.59 0.46
H: 2.25 -5.48 1.82
H: 3.12 -5.36 0.27
H: -1.17 1.35 2.21
H: -0.13 2.04 3.55
H: -1.43 0.93 3.96
H: 0.91 -0.60 5.23
H: 2.63 -2.49 5.24
H: 3.65 -2.60 3.78
H: 2.29 -3.64 3.92
C: 3.11 5.61 2.51
Si: 1.48 5.82 1.57
C: 0.43 7.08 2.46
C: 1.85 6.56 -0.16
C: 0.37 4.26 1.22
C: -0.94 4.50 0.82
C: -1.68 3.53 0.14
C: -0.99 2.40 -0.26
N: 0.14 1.99 0.34
C: 0.90 2.89 1.06
S: 2.53 2.61 1.50
H: 3.43 6.63 2.87
H: 3.99 5.23 1.96
H: 3.03 4.91 3.39
H: 1.09 7.93 2.79
H: -0.14 6.81 3.39
H: -0.35 7.45 1.74
H: 2.36 7.52 -0.10
H: 0.97 6.62 -0.81
H: 2.56 5.93 -0.75
H: -1.40 5.42 1.13
H: -2.75 3.66 -0.09
H: -1.23 1.76 -1.09
O: -2.00 -0.90 1.42
S: -3.01 -0.45 0.44
O: -3.73 0.76 0.70
N: -1.94 -0.30 -0.81
C: -2.31 0.01 -2.09
C: -3.46 0.62 -2.54
C: -3.69 0.85 -3.91
C: -2.82 0.35 -4.89
C: -1.58 -0.16 -4.48
C: -0.55 -0.57 -5.35
C: 0.71 -0.94 -4.85
C: 0.89 -0.92 -3.48
N: -0.08 -0.61 -2.60
C: -1.29 -0.20 -3.04
C: -4.20 -1.73 0.13
C: -5.34 -1.36 -0.56
C: -6.44 -2.24 -0.57
C: -6.28 -3.56 -0.17
C: -5.09 -3.93 0.46
C: -4.04 -3.03 0.64
H: -4.20 0.92 -1.81
H: -4.64 1.27 -4.25
H: -2.95 0.59 -5.94
H: -0.66 -0.58 -6.42
H: 1.56 -1.28 -5.44
H: 1.81 -1.29 -3.07
H: -5.49 -0.40 -1.04
H: -7.42 -1.94 -0.97
H: -7.10 -4.28 -0.35
H: -5.03 -4.96 0.86
H: -3.06 -3.30 1.08

Values from the calculation:
- Max |F|: 2.75 eV Å⁻¹
- E_LUMO (alpha / beta): -8.1 / -8.1 eV
- DFT total energy: -89405.737 eV
- Frontier orbital gap (alpha / beta): 3.65 / 3.64 eV
- Charge: +2

---

[4]
Entry from OMol25: C38H45BaN7O3S as an isolated structure at a distorted geometry (ωB97M-V/def2-TZVPD).

CARTESIAN COORDINATES (ANGSTROEM)
Ba: -0.27 0.94 0.07
C: -2.26 -1.61 -2.78
C: -0.96 -0.96 -3.26
C: 0.29 -1.50 -2.55
N: 0.99 -0.45 -1.87
C: 1.95 0.19 -2.46
C: 2.27 0.04 -3.85
C: 3.41 0.35 -4.56
C: 4.64 0.79 -4.11
C: 4.92 1.21 -2.81
C: 4.05 1.43 -1.77
C: 2.65 1.21 -1.65
N: 1.91 1.83 -0.78
C: 2.43 2.97 -0.11
C: 1.30 3.86 0.40
C: 0.32 4.29 -0.68
N: -0.57 3.23 -1.07
C: -1.69 3.52 -1.67
C: -2.30 4.81 -1.65
C: -3.19 5.43 -2.48
C: -3.68 5.00 -3.71
C: -3.54 3.71 -4.20
C: -3.08 2.60 -3.54
C: -2.47 2.41 -2.26
N: -2.53 1.29 -1.61
C: -3.62 0.38 -1.91
C: -3.47 -0.71 -2.99
H: -2.19 -1.82 -1.71
H: -2.42 -2.57 -3.30
H: -1.02 0.10 -3.06
H: -0.87 -1.09 -4.34
H: 0.95 -2.04 -3.25
H: -0.01 -2.22 -1.78
H: 1.46 -0.34 -4.45
H: 3.35 0.15 -5.63
H: 5.46 0.83 -4.82
H: 5.97 1.45 -2.61
H: 4.50 1.82 -0.87
H: 3.08 3.56 -0.79
H: 3.04 2.67 0.75
H: 1.75 4.76 0.84
H: 0.77 3.34 1.19
H: 0.88 4.61 -1.57
H: -0.22 5.17 -0.30
H: -2.04 5.38 -0.77
H: -3.50 6.43 -2.17
H: -4.23 5.72 -4.32
H: -3.92 3.54 -5.21
H: -3.15 1.68 -4.11
H: -4.52 0.97 -2.16
H: -3.81 -0.15 -0.97
H: -3.42 -0.27 -4.00
H: -4.39 -1.31 -2.94
C: -0.16 -5.18 3.70
C: -0.09 -5.29 2.17
N: -0.95 -4.35 1.50
C: -2.24 -4.79 1.02
C: -3.37 -4.56 2.02
C: -0.59 -3.03 1.41
S: -1.70 -1.96 0.73
N: 0.62 -2.79 1.91
C: 1.23 -1.60 1.84
O: 0.84 -0.56 1.30
C: 2.58 -1.66 2.50
C: 3.37 -0.51 2.53
C: 4.63 -0.55 3.10
C: 5.12 -1.72 3.66
C: 4.34 -2.86 3.63
C: 3.08 -2.83 3.05
H: 0.52 -5.90 4.15
H: -1.16 -5.35 4.07
H: 0.15 -4.18 3.98
H: -0.38 -6.30 1.86
H: 0.93 -5.09 1.85
H: -2.16 -5.85 0.76
H: -2.47 -4.21 0.11
H: -3.22 -5.13 2.93
H: -4.32 -4.84 1.58
H: -3.39 -3.50 2.25
H: 2.98 0.40 2.11
H: 5.23 0.35 3.12
H: 6.11 -1.75 4.10
H: 4.70 -3.79 4.06
H: 2.47 -3.72 3.03
O: 1.19 2.28 3.23
C: 0.05 1.91 3.49
C: -0.45 1.77 4.94
C: -1.81 1.11 4.76
C: -2.03 1.21 3.22
O: -3.10 0.95 2.70
N: -0.91 1.63 2.61
H: -0.52 2.76 5.39
H: 0.25 1.18 5.53
H: -2.63 1.59 5.29
H: -1.79 0.06 5.03

Values from the calculation:
- Max |F|: 3.63 eV Å⁻¹
- E_LUMO: 4.3 eV
- DFT total energy: -68241.494 eV
- Frontier orbital gap: 5.80 eV
- Charge: -2